Entry 1:
DFT (the ωB97M-V functional and the def2-TZVPD basis) results for a structure of composition C45H44CaF6N9O3 in a non-equilibrium geometry.

Cartesian coordinates (Å):
Ca (-0.51, -0.13, -0.29)
F (-3.96, -5.50, -1.09)
F (-3.75, -1.31, 2.39)
F (-5.16, -3.52, 3.03)
F (-6.20, 5.68, -1.09)
F (-2.56, -3.31, -1.76)
F (-5.28, -5.65, 1.31)
O (-0.12, -0.95, 6.79)
O (-2.42, -1.16, -0.01)
O (-0.07, 1.30, 6.66)
N (0.12, -2.32, 0.59)
N (3.75, 1.75, -0.40)
N (2.07, 0.11, -0.66)
N (0.02, 1.62, -4.52)
N (-0.59, -0.07, 1.95)
N (2.85, 0.69, 1.44)
N (-1.88, 0.73, -3.58)
N (-0.69, 2.07, 0.23)
N (0.15, 0.05, -2.75)
C (-0.66, 1.20, 3.93)
C (-0.77, 1.10, 2.55)
C (0.17, 2.97, -0.25)
C (-0.91, 3.62, 2.19)
C (3.76, -0.65, -2.24)
C (-5.35, 4.82, -0.46)
C (-3.12, -2.20, 0.28)
C (-0.66, 1.97, -5.75)
C (-0.03, 4.44, 1.62)
C (-4.00, 4.90, -0.70)
C (-0.17, -4.67, 0.24)
C (2.46, -0.24, -1.96)
C (-0.51, 0.77, -3.59)
C (-3.92, -4.46, -0.23)
C (-0.44, -1.20, 2.66)
C (-0.20, 0.15, 6.22)
C (-1.23, 2.26, 1.61)
C (3.18, -1.20, -4.50)
C (-2.60, 1.96, -3.28)
C (-0.33, -2.45, 1.85)
C (-3.80, -2.33, 1.50)
C (-0.36, -1.17, 4.04)
C (-2.54, -0.46, -3.07)
C (1.50, -0.30, -3.00)
C (-5.87, 3.89, 0.42)
C (2.87, 0.82, 0.09)
C (4.13, -1.12, -3.49)
C (-0.63, -4.81, 1.54)
C (2.85, 1.85, 2.31)
C (0.58, 4.12, 0.35)
C (1.33, 2.21, -4.38)
C (-3.13, 4.03, -0.05)
C (2.69, -0.60, 2.07)
C (-3.21, -3.32, -0.56)
C (-4.58, -4.55, 0.98)
C (-3.62, 3.07, 0.84)
C (1.88, -0.80, -4.24)
C (3.50, 2.46, -1.63)
C (-0.71, -3.69, 2.36)
C (0.20, -3.40, -0.18)
C (-2.77, 2.04, 1.55)
C (-4.52, -3.46, 1.85)
C (5.01, 2.02, 0.24)
C (-0.42, 0.06, 4.69)
C (-4.99, 3.03, 1.06)
H (2.69, 2.75, 1.72)
H (1.12, -0.88, -5.01)
H (-0.20, -2.05, 4.65)
H (3.86, 3.49, -1.52)
H (-1.08, -3.76, 3.37)
H (-1.56, 1.37, -5.86)
H (5.15, -1.43, -3.67)
H (-0.74, 2.15, 4.45)
H (-3.62, 5.65, -1.39)
H (3.44, -1.59, -5.48)
H (5.81, 1.94, -0.50)
H (3.79, 1.94, 2.88)
H (-2.70, 2.09, -2.20)
H (1.28, 3.26, -4.65)
H (2.43, 2.50, -1.80)
H (4.00, 2.00, -2.49)
H (-2.07, 2.82, -3.68)
H (0.56, -3.24, -1.19)
H (2.20, -1.29, 1.39)
H (4.48, -0.62, -1.44)
H (1.26, 4.80, -0.15)
H (-3.15, 1.92, 2.57)
H (-0.94, 3.03, -5.76)
H (-0.11, -5.51, -0.43)
H (-1.91, -1.33, -3.22)
H (-6.94, 3.85, 0.59)
H (2.03, 1.76, 3.02)
H (3.66, -1.01, 2.36)
H (-2.93, 1.07, 1.06)
H (-3.47, -0.60, -3.62)
H (0.17, 5.41, 2.08)
H (2.07, 1.71, -5.02)
H (-1.43, 3.92, 3.09)
H (-3.60, 1.92, -3.72)
H (0.51, 2.75, -1.27)
H (-0.94, -5.77, 1.91)
H (5.20, 1.30, 1.04)
H (-2.08, 4.11, -0.25)
H (1.67, 2.12, -3.35)
H (5.04, 3.03, 0.67)
H (-2.78, -0.40, -2.00)
H (0.00, 1.78, -6.59)
H (-5.39, 2.30, 1.75)
H (2.08, -0.49, 2.97)

Its multiplicity is 1. As for the LUMO energy: 0.0698 Ha. Its net charge is -1. The energy above the lowest of the compared OMol25 structures with the same formula, charge and spin comes out at 35.5 kJ/mol.

---

Entry 2:
DFT (the ωB97M-V functional and the def2-TZVPD basis) results for a structure of composition C45H45Br4LaN5O7S in a non-equilibrium geometry.

Cartesian coordinates (Å):
La (1.10, -1.43, -0.39)
Br (8.49, -0.88, -0.64)
Br (5.84, 1.15, -0.51)
Br (4.87, -5.31, -0.37)
Br (8.00, -4.15, -0.48)
S (-0.35, -4.26, 3.59)
O (-0.94, 2.77, -0.56)
O (-1.14, 1.98, 2.11)
O (1.33, 1.47, 0.59)
O (0.93, 1.44, -2.12)
O (3.29, -0.40, -0.40)
O (2.88, -3.08, -0.46)
O (-6.13, -0.18, 1.88)
N (-2.23, -0.04, 0.12)
N (-6.20, 2.05, 1.56)
N (2.03, -1.66, -3.12)
N (2.27, -1.52, 2.32)
N (1.44, -2.59, -3.70)
C (3.35, -0.88, 2.76)
C (-0.06, -2.90, 1.36)
C (6.74, -1.59, -0.49)
C (-1.97, -3.68, -4.29)
C (2.15, 1.98, -1.63)
C (2.09, 2.39, -0.16)
C (-3.44, 0.86, -1.72)
C (3.79, -0.92, 4.08)
C (-1.38, -4.63, 2.27)
C (-5.62, 3.32, 1.14)
C (1.58, -2.29, 3.18)
C (4.31, -1.20, -0.42)
C (3.95, -0.35, -3.75)
C (0.05, 1.40, 2.64)
C (-4.49, 0.70, 0.42)
C (-1.89, -2.62, -2.13)
C (-5.67, 0.81, 1.33)
C (-1.14, 3.35, 1.77)
C (-0.52, -2.32, -2.22)
C (0.07, -2.76, -3.42)
C (5.55, -2.61, -3.82)
C (0.05, 2.39, -2.69)
C (-3.30, 0.13, 0.88)
C (-4.56, 1.04, -0.93)
C (-2.61, -3.28, -3.12)
C (-1.70, 3.52, 0.36)
C (5.63, -0.74, -0.48)
C (4.20, -2.73, -3.52)
C (6.53, -2.96, -0.44)
C (0.45, -3.02, 2.62)
C (6.10, -1.37, -4.09)
C (1.35, 1.79, 1.97)
C (5.29, -0.24, -4.07)
C (-1.12, -3.85, 1.19)
C (-0.54, 3.42, -1.73)
C (-7.41, 2.10, 2.38)
C (-0.63, -3.43, -4.43)
C (-5.09, 4.16, 2.30)
C (-2.29, 0.34, -1.15)
C (-7.16, 1.94, 3.88)
C (1.96, -2.39, 4.53)
C (4.09, -2.63, -0.41)
C (3.40, -1.60, -3.46)
C (3.06, -1.69, 4.98)
C (5.22, -3.45, -0.38)
H (-2.43, -2.33, -1.23)
H (-1.39, 0.18, -1.72)
H (-5.48, 1.43, -1.34)
H (2.16, 1.26, 2.47)
H (1.54, 2.86, 2.09)
H (0.15, 1.63, 3.70)
H (-8.11, 1.92, 4.41)
H (6.18, -3.49, -3.84)
H (-6.56, 2.76, 4.28)
H (2.48, 2.83, -2.23)
H (5.71, 0.74, -4.29)
H (-2.53, -4.19, -5.07)
H (-4.57, 5.03, 1.91)
H (-2.73, 3.15, 0.35)
H (-1.39, 3.91, -2.23)
H (-7.92, 3.04, 2.17)
H (-3.46, 1.11, -2.78)
H (-0.10, 0.32, 2.52)
H (3.36, -1.75, 6.02)
H (3.13, 2.42, 0.20)
H (1.66, 3.40, -0.04)
H (4.68, -0.38, 4.38)
H (0.20, 4.21, -1.50)
H (-6.39, 3.89, 0.60)
H (-0.09, -3.73, -5.33)
H (3.30, 0.52, -3.75)
H (-4.39, 3.57, 2.90)
H (3.90, -0.31, 2.02)
H (-0.76, 1.81, -3.13)
H (3.76, -3.69, -3.28)
H (-3.22, -0.19, 1.92)
H (-0.15, 3.80, 1.83)
H (-2.12, -5.41, 2.37)
H (7.16, -1.27, -4.29)
H (2.87, 1.18, -1.70)
H (-4.81, 3.12, 0.46)
H (0.55, 2.93, -3.49)
H (-1.80, 3.90, 2.46)
H (1.38, -3.01, 5.20)
H (-6.64, 1.00, 4.06)
H (-8.06, 1.28, 2.05)
H (-1.70, 4.59, 0.10)
H (-5.90, 4.51, 2.95)
H (-3.66, -3.49, -2.97)
H (-1.67, -3.97, 0.27)

Its multiplicity is 1. As for the LUMO energy: 0.0687 Ha. Its net charge is -1.

---

Number 1: E_HOMO -4.16 eV, HOMO-LUMO gap 6.055 eV, energy -101681.2724 eV. Number 2: E_HOMO -4.20 eV, HOMO-LUMO gap 6.065 eV, energy -361044.8851 eV.